<a>
{"formula": "C3H8N2S2", "method": "ωB97M-V with the def2-TZVPD basis set", "elements": ["C", "C", "C", "H", "H", "H", "H", "H", "H", "H", "H", "N", "N", "S", "S"], "coordinates": [[-1.32, 1.76, 0.14], [0.35, -0.56, -0.05], [2.67, -0.50, -0.45], [-1.69, 1.04, 1.06], [-1.33, 2.75, 0.57], [-2.06, 1.73, -0.62], [-0.75, -2.03, 0.56], [-3.27, -0.80, 0.90], [2.57, -0.44, -1.49], [3.50, -1.28, -0.31], [2.76, 0.38, 0.18], [-0.94, -1.12, 0.27], [1.48, -1.26, 0.20], [0.47, 1.12, -0.36], [-2.45, -0.80, -0.59]], "lumo_energy_ev": -0.226, "orbital_gap_ev": 8.24}


<b>
{"formula": "C3H8N2S2", "method": "ωB97M-V with the def2-TZVPD basis set", "elements": ["C", "C", "C", "H", "H", "H", "H", "H", "H", "H", "H", "N", "N", "S", "S"], "coordinates": [[-1.05, 1.40, -0.17], [-0.19, 0.81, -1.30], [0.93, -0.42, 0.62], [-1.63, 2.59, -0.89], [-0.19, 2.07, 0.81], [-1.60, 0.51, 0.46], [-0.78, -0.15, -1.63], [-0.15, 1.17, -2.40], [2.12, 0.62, 1.85], [-0.91, -1.21, 1.66], [0.84, -3.72, 0.17], [1.48, -0.07, 1.71], [-0.25, -1.19, 0.59], [1.50, 0.21, -1.02], [-0.12, -2.64, -0.47]], "lumo_energy_ev": 0.245, "orbital_gap_ev": 9.01}


<c>
{"formula": "C3H8N2S2", "method": "ωB97M-V with the def2-TZVPD basis set", "elements": ["N", "C", "C", "S", "C", "N", "S", "H", "H", "H", "H", "H", "H", "H", "H"], "coordinates": [[2.59, 1.04, -0.74], [2.58, -0.23, -0.08], [1.36, -0.53, 0.83], [-0.08, -1.27, 0.00], [-1.42, -0.08, -0.08], [-2.53, -0.76, -0.43], [-1.37, 1.53, 0.26], [2.88, 1.79, -0.10], [1.70, 1.28, -1.09], [3.56, -0.26, 0.46], [2.63, -0.99, -0.91], [1.08, 0.33, 1.44], [1.71, -1.36, 1.48], [-2.47, -1.64, -0.92], [-3.41, -0.23, -0.50]], "lumo_energy_ev": 0.574, "smiles": "NCCSC(N)=S", "orbital_gap_ev": 9.18}


<d>
{"formula": "C3H8N2S2", "method": "ωB97M-V with the def2-TZVPD basis set", "elements": ["C", "C", "C", "H", "H", "H", "H", "H", "H", "H", "H", "N", "N", "S", "S"], "coordinates": [[-0.21, 0.40, 2.16], [0.02, -0.61, 0.96], [0.50, -0.58, -1.19], [-0.07, 2.23, 0.87], [0.28, -0.35, 2.97], [-1.27, 0.48, 2.57], [1.05, -0.91, 1.13], [-0.57, -1.52, 1.27], [1.40, -1.60, -1.55], [0.88, -0.37, -3.07], [-1.85, 0.05, -2.66], [-0.31, -0.05, -0.27], [0.35, -0.05, -2.41], [0.84, 1.84, 1.97], [-1.04, 1.04, -2.75]], "lumo_energy_ev": 0.580, "orbital_gap_ev": 9.29}


Of the structures shown above, <c> is the most stable.